{"formula": "C9H15NSi", "method": "ωB97M-V with the def2-TZVPD basis set", "homo_ha": -0.3329, "relative_energy_kcal_mol": 55.7, "e_tot_ha": -696.123817, "symbols": ["C", "C", "C", "C", "C", "C", "C", "C", "C", "N", "Si", "H", "H", "H", "H", "H", "H", "H", "H", "H", "H", "H", "H", "H", "H", "H"], "xyz": [[3.5954, 0.5948, -0.3575], [3.1599, -0.5409, -0.9355], [2.9233, 1.1316, 0.7189], [2.0382, -1.1877, -0.4900], [1.7651, 0.5653, 1.1071], [1.2670, -0.5535, 0.4905], [-1.2267, 0.4288, -1.5451], [-1.7122, 1.5378, 0.6146], [-1.6170, 0.1991, -0.0909], [-1.1896, -2.5654, 0.2860], [-0.4584, -1.1385, 0.8672], [4.4760, 1.2047, -0.7865], [3.6729, -0.8127, -1.8794], [3.4041, 1.9617, 1.2941], [1.8058, -2.0544, -0.9710], [1.2233, 0.7968, 2.0093], [-0.1178, 0.9384, -1.7195], [-1.4839, -0.5504, -2.1322], [-1.9063, 1.2890, -1.9139], [-2.5028, 2.1566, 0.2025], [-0.7688, 2.2674, 0.3586], [-1.8009, 1.3981, 1.7176], [-2.6119, -0.2805, -0.0159], [-1.6013, -2.6464, -0.6391], [-1.2437, -3.3021, 0.9589], [-0.5843, -1.4386, 2.7499]], "nbo_charge": [-0.21, -0.22, -0.20, -0.19, -0.22, -0.50, -0.63, -0.61, -0.64, -1.34, 1.60, 0.21, 0.21, 0.22, 0.21, 0.22, 0.22, 0.21, 0.21, 0.20, 0.20, 0.21, 0.22, 0.41, 0.41, -0.21]}